Formula: C4H8NO
Source: the OMol25 dataset
Level of theory: ωB97M-V/def2-TZVPD

Values from the calculation:
- ΔE to the lowest compared entry with this formula, charge and spin (kcal per mole) = 48.1
- frontier orbital gap (alpha / beta) (eV) = 8.641 / 7.127
- HOMO energy (alpha / beta) (Ha) = -0.45158 / -0.59441
- M (u) = 86.11
- <S²> = 2.01

```
! wB97M-V def2-TZVPD RIJCOSX def2/J DEFGRID3
* xyz 1 3
C -2.55 0.67 0.16
C -0.47 -0.61 -0.05
C 2.12 -0.07 0.30
C 0.87 0.54 -0.36
N -1.57 -0.10 0.09
O -0.14 -1.82 0.04
H -3.21 0.86 0.94
H -2.99 1.19 -0.67
H 3.04 0.53 0.11
H 2.47 -0.89 -0.22
H 1.79 -0.09 1.38
H 0.46 1.57 -0.13
H 1.06 0.69 -1.50
H -0.88 -2.47 -0.11
*
```

natural (NBO) atomic charge list, values in e, 6 entries:
1 C -0.216
2 C 0.670
3 C -0.645
4 C -0.399
5 N -0.191
6 O -0.558